# 1
{
  "formula": "CHO3PS2",
  "method": "the ωB97M-V functional and the def2-TZVPD basis",
  "charge": -2,
  "multiplicity": 1,
  "gap_ev": 5.9,
  "de_lowest_kcal_mol": 22.55,
  "fmax_ev_per_a": 4.15,
  "species": ["C", "O", "O", "O", "P", "S", "S", "H"],
  "xyz": [[0.8543, -0.5826, 0.0761], [-1.5503, 0.0954, 0.1790], [0.0952, 1.6628, -1.1992], [-0.1143, 1.6466, 1.3954], [-0.1670, 0.9011, 0.1008], [2.4395, -0.6935, 0.0256], [-0.2487, -2.1858, -0.5196], [-1.3086, -0.8441, -0.0581]],
  "mulliken_charge": [0.05, -0.53, -0.76, -0.77, 0.85, -0.40, -0.77, 0.33]
}



# 2
{
  "formula": "C11H14N2S2",
  "method": "the ωB97M-V functional and the def2-TZVPD basis",
  "multiplicity": 1,
  "gap_ev": 8.3,
  "de_lowest_kcal_mol": 75.49,
  "fmax_ev_per_a": 3.86,
  "species": ["C", "C", "C", "C", "C", "C", "C", "C", "C", "C", "C", "N", "N", "S", "S", "H", "H", "H", "H", "H", "H", "H", "H", "H", "H", "H", "H", "H", "H"],
  "xyz": [[-2.6648, 3.6455, -1.5966], [-2.4238, 2.8999, -2.8072], [-2.3047, 3.1805, -0.3627], [-1.8307, 1.6430, -2.7250], [-1.8277, 1.8628, -0.3369], [-1.5105, 1.1512, -1.4794], [-1.2021, -0.0924, 0.5621], [1.1325, -1.6247, 1.8630], [2.2166, -0.8207, -0.3803], [0.7819, -2.4983, 3.0820], [2.0748, 0.3790, 0.1195], [-1.6724, 1.0714, 0.8106], [2.7076, -3.4557, -0.1074], [-1.0396, -0.4985, -1.0578], [1.4190, -2.3120, 0.3779], [-3.3456, 4.4646, -1.4810], [-2.6154, 3.4408, -3.7206], [-2.4910, 3.6074, 0.5390], [-1.6411, 0.9450, -3.5552], [1.9244, -0.9761, 2.0432], [2.8292, -1.1930, -1.2054], [0.1778, -2.1675, 3.9061], [0.4534, -3.4320, 2.6397], [1.7544, -2.7069, 3.5153], [2.5618, 1.2640, -0.2115], [1.2914, 0.5200, 0.8726], [-0.9170, -0.7136, 1.3146], [2.4369, -4.3500, -0.5170], [3.7245, -3.2336, -0.1018]],
  "mulliken_charge": [-0.35, -0.57, -0.73, -0.38, 0.03, 0.79, -0.44, -0.27, -0.06, -1.29, -0.81, -0.66, -0.48, -0.15, 0.16, 0.32, 0.37, 0.53, 0.33, 0.42, 0.41, 0.35, 0.26, 0.33, 0.31, 0.21, 0.96, 0.20, 0.18]
}



# 3
{
  "formula": "C18H32O7S",
  "method": "the ωB97M-V functional and the def2-TZVPD basis",
  "multiplicity": 1,
  "gap_ev": 9.7,
  "fmax_ev_per_a": 5.87,
  "species": ["C", "C", "S", "C", "O", "O", "H", "H", "C", "C", "O", "C", "H", "H", "H", "H", "H", "H", "C", "C", "O", "C", "H", "H", "H", "H", "H", "H", "C", "C", "O", "C", "H", "H", "H", "H", "H", "H", "C", "C", "O", "C", "H", "H", "H", "H", "H", "H", "C", "C", "O", "C", "H", "H", "H", "H", "H", "H"],
  "xyz": [[-1.3434, -4.1295, -0.6344], [-2.4369, -3.6918, -0.4288], [-4.0959, -3.1291, -0.2956], [-5.1197, -4.7464, -0.4322], [-6.1856, -4.7628, -0.9957], [-4.5413, -5.6894, 0.0809], [-0.5673, -4.8331, -0.9319], [-4.3418, -2.3173, -1.3827], [0.9775, -7.3288, -3.2546], [0.4935, -6.0163, -3.8160], [-0.1014, -5.2162, -3.1280], [0.7791, -5.7391, -5.2689], [0.7040, -7.3955, -2.2024], [0.5118, -8.1571, -3.7906], [2.0637, -7.3921, -3.3395], [0.3047, -6.4983, -5.8928], [1.8567, -5.7328, -5.4416], [0.3756, -4.7636, -5.5364], [-0.6731, 0.1498, -3.0495], [-1.7518, -0.1476, -2.0458], [-2.8862, -0.4112, -2.3916], [-1.3635, -0.1037, -0.5924], [-1.0856, 0.0840, -4.0556], [-0.2889, 1.1574, -2.8937], [0.1346, -0.5782, -2.9531], [-1.0092, 0.8939, -0.3320], [-0.5858, -0.8449, -0.3937], [-2.2339, -0.3360, 0.0217], [-0.4645, 2.7030, 3.3651], [-1.4046, 2.1396, 2.3330], [-1.2275, 2.3240, 1.1479], [-2.5775, 1.3353, 2.8333], [0.3291, 3.2570, 2.8663], [-1.0014, 3.3823, 4.0264], [-0.0172, 1.8911, 3.9428], [-3.2079, 1.9551, 3.4727], [-2.2225, 0.4652, 3.3884], [-3.1691, 0.9925, 1.9853], [2.2579, 5.9264, 4.1389], [1.1799, 5.6308, 5.1513], [0.0492, 5.3713, 4.8086], [1.5697, 5.6718, 6.6073], [1.8384, 5.8620, 3.1357], [2.6468, 6.9344, 4.2924], [3.0646, 5.1967, 4.2299], [1.9284, 6.6687, 6.8688], [2.3462, 4.9310, 6.8062], [0.6998, 5.4406, 7.2203], [2.1661, 2.1262, -0.7252], [2.5626, 2.0211, -2.1774], [1.7471, 2.1412, -3.0628], [4.0168, 1.7602, -2.4801], [1.0953, 2.3149, -0.6532], [2.3926, 1.1913, -0.2088], [2.6995, 2.9530, -0.2528], [4.3240, 0.8096, -2.0404], [4.6308, 2.5709, -2.0843], [4.1574, 1.7089, -3.5588]],
  "mulliken_charge": [0.54, -0.58, -0.05, 0.64, -0.56, -0.56, 0.30, 0.24, -1.04, 0.77, -0.48, -1.08, 0.25, 0.32, 0.33, 0.32, 0.32, 0.28, -1.05, 0.81, -0.60, -0.29, 0.36, 0.26, 0.29, 0.07, 0.33, -0.11, -1.08, 0.91, -0.57, -1.19, 0.20, 0.35, 0.39, 0.39, 0.33, 0.25, -1.13, 0.88, -0.54, -1.15, 0.28, 0.39, 0.31, 0.34, 0.32, 0.30, -0.95, 0.86, -0.55, -1.21, 0.14, 0.32, 0.40, 0.32, 0.33, 0.32]
}



# 4
{
  "formula": "C33H38N4PbS",
  "method": "the ωB97M-V functional and the def2-TZVPD basis",
  "charge": -2,
  "multiplicity": 1,
  "gap_ev": [3.7, 4.5],
  "de_lowest_kcal_mol": 76.86,
  "fmax_ev_per_a": 6.40,
  "species": ["Pb", "N", "N", "C", "C", "C", "C", "H", "H", "H", "C", "C", "H", "H", "H", "C", "C", "H", "H", "H", "C", "H", "H", "H", "C", "H", "H", "H", "C", "H", "C", "H", "C", "H", "C", "H", "C", "C", "H", "C", "C", "H", "C", "H", "N", "C", "C", "C", "H", "C", "C", "H", "H", "H", "C", "H", "C", "C", "H", "H", "H", "C", "H", "H", "H", "S", "C", "N", "C", "C", "C", "C", "H", "H", "H", "H", "H"],
  "xyz": [[-0.2699, -0.5076, 0.4343], [1.1003, -3.2438, 3.0260], [0.2277, -2.8020, -1.4290], [1.4483, 2.2671, 0.2162], [2.4785, 1.3203, 0.5051], [2.3427, 0.9231, 1.8707], [3.1106, -0.1318, 2.5673], [4.0429, -0.3485, 2.0313], [2.5433, -1.0809, 2.6546], [3.3668, 0.1870, 3.5875], [1.2372, 1.6345, 2.4270], [0.7034, 1.4589, 3.7988], [1.1501, 2.1837, 4.5001], [0.9242, 0.4531, 4.1834], [-0.3866, 1.6005, 3.8279], [0.6989, 2.4780, 1.4122], [-0.4780, 3.3640, 1.5765], [-1.2817, 2.8630, 2.1375], [-0.8783, 3.6777, 0.6053], [-0.2091, 4.2734, 2.1365], [3.5162, 0.8454, -0.4382], [4.4084, 1.4924, -0.3758], [3.1659, 0.8783, -1.4804], [3.8351, -0.1793, -0.2071], [1.1963, 2.8955, -1.1066], [0.1433, 3.1942, -1.2200], [1.4357, 2.2126, -1.9372], [1.8150, 3.8002, -1.2327], [0.3115, -3.7625, 4.0191], [0.8255, -3.6165, 4.9999], [-0.8770, -4.4011, 3.6937], [-1.3552, -4.8278, 4.5434], [-1.3907, -4.5163, 2.3812], [-2.3205, -5.0706, 2.1876], [-0.6046, -3.9210, 1.3692], [-0.9770, -3.9019, 0.3122], [0.6676, -3.1807, 1.7840], [1.2231, -1.8224, 1.3227], [2.2302, -2.1909, 0.7127], [-0.1692, -1.5234, -1.7549], [1.0821, -3.2269, -2.3123], [1.7301, -3.9470, -2.0231], [0.8815, -2.5347, -3.5281], [1.1013, -2.8396, -4.6073], [0.0999, -1.3535, -3.0977], [0.0077, -0.0866, -3.7813], [1.1033, 0.3115, -4.5644], [0.9429, 1.4836, -5.2921], [1.7847, 1.7699, -5.9020], [-0.2092, 2.2572, -5.1933], [-0.3779, 3.4676, -6.0624], [-0.8974, 4.2716, -5.5356], [-0.9677, 3.2465, -6.9596], [0.5837, 3.8559, -6.4036], [-1.1967, 1.8981, -4.2756], [-2.0542, 2.5400, -4.0865], [-1.1278, 0.7093, -3.5636], [-2.2377, 0.3260, -2.6298], [-2.3701, -0.7451, -2.4534], [-3.1711, 0.7282, -3.0618], [-2.1117, 0.8262, -1.6541], [2.3876, -0.4428, -4.5218], [2.3393, -1.4618, -4.9266], [2.8514, -0.4614, -3.5203], [3.0540, 0.1241, -5.1755], [-3.0887, -1.2086, 0.9254], [-3.2550, -0.6634, 2.5177], [-4.3710, 0.1017, 2.8508], [-4.6410, 0.4605, 4.1519], [-3.7953, 0.0846, 5.1592], [-2.6320, -0.6482, 4.8592], [-2.3693, -1.0010, 3.5355], [-5.0026, 0.3488, 2.1077], [-5.5649, 1.0330, 4.2900], [-4.0240, 0.3459, 6.1966], [-1.9435, -0.9588, 5.6387], [-1.4917, -1.5848, 3.2572]],
  "mulliken_charge": [0.50, -0.52, -0.07, 0.50, 0.76, 0.13, -1.19, 0.38, 0.24, 0.42, 0.50, -1.62, 0.29, 0.32, 0.33, 0.27, -1.49, 0.24, 0.37, 0.27, -1.36, 0.28, 0.08, 0.42, -1.11, 0.27, 0.02, 0.25, -0.49, 0.35, -0.42, 0.36, -0.47, 0.35, -0.09, 0.24, 0.27, -0.23, -0.01, -0.87, -1.16, 0.55, -0.46, 0.57, 0.35, 0.85, 0.81, -1.10, 0.28, 0.80, -1.53, 0.36, 0.28, 0.35, -0.87, 0.36, 1.25, -1.72, 0.34, 0.54, 0.15, -1.52, 0.36, 0.15, 0.41, -0.59, 0.00, -0.02, -0.56, -0.45, -0.82, 0.25, 0.19, 0.36, 0.30, 0.38, 0.12]
}



# 5
{
  "formula": "CH3ClFN",
  "method": "the ωB97M-V functional and the def2-TZVPD basis",
  "multiplicity": 1,
  "gap_ev": [11.1, 7.0],
  "de_lowest_kcal_mol": 85.91,
  "fmax_ev_per_a": 5.88,
  "species": ["C", "N", "F", "Cl", "H", "H", "H"],
  "xyz": [[-0.6629, 0.2015, 1.1971], [1.1128, -0.0781, -1.7641], [-1.2011, 1.2711, 1.9208], [-0.1839, 0.3983, -2.7136], [-0.0588, 0.4434, 0.1920], [-0.9561, -0.7289, 1.4405], [2.0354, 0.0180, -2.2940]],
  "mulliken_charge": [-0.24, -0.36, -0.23, 0.04, 0.18, 0.32, 0.27]
}



# 6
{
  "formula": "CH4NOP",
  "method": "the ωB97M-V functional and the def2-TZVPD basis",
  "multiplicity": 1,
  "gap_ev": 10.1,
  "de_lowest_kcal_mol": 23.50,
  "fmax_ev_per_a": 4.79,
  "species": ["N", "C", "O", "P", "H", "H", "H", "H"],
  "xyz": [[1.2006, 0.6191, 0.3403], [0.2849, -0.3072, 0.0523], [0.5658, -1.5089, -0.2206], [-1.5548, 0.1111, 0.1355], [2.1230, 0.3312, 0.1220], [0.9990, 1.2312, 1.0867], [-1.6372, 0.6193, -1.0975], [-1.9811, -1.0959, -0.4188]],
  "mulliken_charge": [-0.39, 0.48, -0.57, -0.11, 0.24, 0.24, 0.04, 0.07]
}



# 7
{
  "formula": "C33H36N2O8P2SZr",
  "method": "the ωB97M-V functional and the def2-TZVPD basis",
  "multiplicity": 1,
  "gap_ev": 7.8,
  "de_lowest_kcal_mol": 13.19,
  "fmax_ev_per_a": 0.94,
  "species": ["Zr", "C", "C", "C", "C", "C", "C", "C", "C", "S", "C", "N", "C", "C", "C", "C", "C", "C", "C", "C", "H", "H", "H", "H", "H", "H", "H", "H", "H", "H", "H", "H", "H", "H", "H", "H", "N", "C", "C", "P", "O", "O", "O", "P", "O", "O", "O", "H", "H", "H", "H", "H", "H", "H", "H", "C", "C", "O", "C", "C", "C", "C", "C", "C", "O", "H", "H", "H", "H", "H", "H", "H", "C", "C", "C", "C", "C", "C", "H", "H", "H", "H", "H"],
  "xyz": [[-1.1652, -0.4850, -0.0641], [5.8447, 1.8982, 0.1816], [4.8372, 1.9834, -0.9737], [5.4057, 2.9040, -2.0645], [4.6697, 0.5883, -1.5819], [3.5112, 2.5584, -0.4692], [3.4818, 3.8733, 0.0266], [2.2948, 4.4847, 0.3657], [1.1167, 3.7590, 0.2408], [-0.5103, 4.3277, 0.4050], [-1.0860, 2.7610, -0.0658], [-0.1637, 1.8521, -0.2468], [1.1120, 2.4167, -0.1508], [2.3301, 1.8394, -0.5335], [-2.4892, 2.4805, -0.3108], [-3.4429, 3.5002, -0.3582], [-4.7525, 3.1860, -0.6616], [-5.0872, 1.8598, -0.9158], [-4.1252, 0.8615, -0.8542], [-2.7865, 1.1337, -0.5555], [6.8011, 1.5110, -0.1776], [5.4929, 1.2282, 0.9707], [6.0245, 2.8753, 0.6320], [6.3502, 2.5034, -2.4402], [5.5952, 3.9090, -1.6873], [4.7083, 2.9828, -2.9007], [5.6355, 0.2369, -1.9497], [3.9736, 0.6019, -2.4232], [4.3068, -0.1282, -0.8417], [4.4001, 4.4411, 0.1075], [2.2770, 5.5163, 0.6932], [2.3183, 0.8339, -0.9168], [-3.1590, 4.5309, -0.1744], [-5.5055, 3.9621, -0.7096], [-6.1124, 1.6046, -1.1600], [-4.4364, -0.1591, -1.0451], [2.3999, -3.0241, 0.0464], [1.7332, -2.7980, 1.3965], [2.4488, -3.5467, 2.5007], [1.7312, -0.9572, 1.5966], [3.3314, -0.7553, 1.3668], [1.2435, -0.4591, 2.8820], [1.0557, -0.5467, 0.2938], [-0.0431, -3.2489, 1.0801], [0.0814, -4.8544, 1.1511], [-0.9162, -2.6565, 2.1159], [-0.2653, -2.7982, -0.3442], [3.2941, -2.5329, -0.0018], [1.7266, -2.6456, -0.6442], [2.5279, -4.0185, -0.1366], [3.4800, -3.2038, 2.6044], [2.4330, -4.6241, 2.3284], [1.9336, -3.3447, 3.4393], [3.6131, 0.1580, 1.5189], [-0.7016, -5.2658, 1.5387], [-2.5966, -0.0749, 4.1220], [-2.7724, -0.4141, 2.6714], [-2.0205, 0.1614, 1.8653], [-3.7849, -1.3572, 2.2514], [-4.8019, -1.7393, 3.1455], [-5.7998, -2.6040, 2.7789], [-5.7920, -3.1364, 1.4828], [-4.8037, -2.8053, 0.5909], [-3.7704, -1.9091, 0.9406], [-2.8366, -1.6613, 0.0703], [-1.6846, 0.5061, 4.2256], [-2.5229, -0.9873, 4.7127], [-3.4461, 0.5047, 4.4884], [-4.8037, -1.3263, 4.1460], [-6.5805, -2.8717, 3.4779], [-6.5728, -3.8243, 1.1812], [-4.7798, -3.2238, -0.4075], [-0.7156, -0.6535, -5.1482], [0.3549, -0.3052, -4.3379], [0.1806, -0.2212, -2.9603], [-1.0525, -0.4701, -2.3446], [-2.1100, -0.8190, -3.1909], [-1.9501, -0.9128, -4.5670], [-0.5910, -0.7198, -6.2222], [1.3234, -0.0940, -4.7786], [1.0379, 0.0583, -2.3556], [-3.0874, -1.0250, -2.7687], [-2.7930, -1.1855, -5.1923]],
  "mulliken_charge": [-0.32, -1.49, 2.17, -1.82, -1.77, -0.62, -0.40, -1.40, 1.05, -0.49, 0.73, 0.62, -0.83, 0.35, 0.69, -0.90, -0.81, -0.95, -0.36, 1.01, 0.45, 0.15, 0.32, 0.46, 0.34, 0.39, 0.53, 0.37, 0.16, 0.46, 0.38, 0.09, 0.39, 0.40, 0.43, 0.20, -0.21, 0.55, -1.70, 0.16, -0.61, -0.85, 0.75, 0.77, -0.61, -0.58, -0.77, 0.33, 0.22, 0.38, 0.41, 0.42, 0.39, 0.24, 0.41, -2.23, 1.12, -0.33, 1.20, -1.04, -0.86, -0.45, -0.70, 0.03, -0.04, 0.39, 0.46, 0.45, 0.41, 0.41, 0.43, 0.49, -0.51, -0.88, -0.41, 1.60, -0.15, -0.84, 0.36, 0.45, 0.39, 0.18, 0.41]
}



# 8
{
  "formula": "C3H6S3",
  "method": "the ωB97M-V functional and the def2-TZVPD basis",
  "multiplicity": 1,
  "gap_ev": 9.3,
  "de_lowest_kcal_mol": 9.11,
  "fmax_ev_per_a": 2.40,
  "species": ["C", "S", "C", "S", "C", "S", "H", "H", "H", "H", "H", "H"],
  "xyz": [[-0.4019, -1.3081, 0.6694], [-1.9588, -0.5480, -0.0135], [-1.1526, 0.8452, -0.7067], [0.1252, 1.4882, 0.3312], [1.5518, 0.4557, -0.0047], [1.0960, -1.2566, -0.3539], [-0.2255, -0.8735, 1.6632], [-0.6508, -2.4147, 0.8821], [-0.7865, 0.6134, -1.6997], [-1.9294, 1.6353, -0.7796], [2.1143, 0.8736, -0.8511], [2.2183, 0.4896, 0.8634]],
  "mulliken_charge": [-0.66, -0.08, -0.55, -0.13, -0.58, -0.09, 0.39, 0.31, 0.36, 0.32, 0.35, 0.34]
}